(1)
This record from the OMol25 dataset describes C4H7N3O3S2 as an isolated structure in a non-equilibrium geometry. The level of theory is wB97M-V/def2-TZVPD.

Properties
Gap between HOMO and LUMO (spin up / spin down), eV: 8.023 / 8.018
Energy relative to the best compared isomer or geometry (same formula, charge and spin), eV: 0.000

Geometry as ORCA input:
```
! RIJCOSX wB97M-V def2-TZVPD def2/J DEFGRID3
* xyz 0 1
C -2.07 0.05 -0.22
C -0.46 -0.36 2.57
C -0.68 -0.52 -0.16
C 2.14 -0.38 -1.07
N -0.28 0.92 2.08
N -0.29 1.41 1.02
N -2.37 0.88 -1.20
O -2.87 -0.36 0.65
O 0.05 0.17 -2.62
O 0.26 -2.11 -1.93
S -0.13 -1.58 1.04
S 0.44 -0.73 -1.58
H 0.18 -0.85 3.38
H -1.51 -0.48 2.87
H 2.36 0.53 -1.65
H 2.06 -0.16 -0.02
H 2.61 -1.22 -1.39
H -1.60 1.08 -1.83
H -3.22 1.35 -1.02
*
```

=====

(2)
This record from the OMol25 dataset describes the molecule C2H4N6O2 in a non-equilibrium geometry. The level of theory is wB97M-V/def2-TZVPD.

Properties
Gap between HOMO and LUMO, eV: 10.836
SMILES: Cn1nnnc1N[N+](=O)[O-]
Energy relative to the best compared isomer or geometry (same formula, charge and spin), eV: 2.189

Geometry as ORCA input:
```
! RIJCOSX wB97M-V def2-TZVPD def2/J DEFGRID3
* xyz 0 1
C -1.96 -0.03 -0.44
N -0.81 -0.80 -0.13
N -0.88 -2.06 -0.16
N 0.31 -2.48 0.16
N 1.11 -1.47 0.38
C 0.46 -0.40 0.19
N 0.76 0.94 0.29
N 2.17 1.36 0.04
O 2.71 0.62 -0.69
O 2.50 2.35 0.56
H -1.75 0.83 -1.07
H -2.69 -0.68 -0.81
H -2.44 0.44 0.56
H 0.52 1.39 1.12
*
```

=====

(3)
This record from the OMol25 dataset describes the molecule C5H11N3 in a non-equilibrium geometry. The level of theory is wB97M-V/def2-TZVPD.

Properties
Gap between HOMO and LUMO, eV: 8.614
SMILES: C/C=C(C)/N=C\NN
Energy relative to the best compared isomer or geometry (same formula, charge and spin), eV: 3.639

Geometry as ORCA input:
```
! RIJCOSX wB97M-V def2-TZVPD def2/J DEFGRID3
* xyz 0 1
C 2.66 -0.99 -0.19
C 1.29 -0.55 -0.62
C 0.63 0.55 -0.15
C 1.18 1.46 0.90
N -0.54 0.99 -0.68
C -1.72 0.47 -0.73
N -2.27 -0.50 0.00
N -1.56 -1.15 0.95
H 3.48 -0.85 -0.94
H 2.73 -2.03 0.08
H 3.07 -0.61 0.68
H 0.81 -1.02 -1.43
H 1.16 2.44 0.37
H 0.52 1.60 1.81
H 2.13 1.14 1.25
H -2.50 1.00 -1.27
H -3.30 -0.33 0.38
H -0.71 -0.36 1.39
H -0.96 -2.01 0.51
*
```

=====

(4)
This record from the OMol25 dataset describes the molecule C5H12N2O in a non-equilibrium geometry. The level of theory is wB97M-V/def2-TZVPD.

Properties
Gap between HOMO and LUMO, eV: 9.209
SMILES: C[C@H](CN)[C@H](C)N=O
Energy relative to the best compared isomer or geometry (same formula, charge and spin), eV: 4.914

Geometry as ORCA input:
```
! RIJCOSX wB97M-V def2-TZVPD def2/J DEFGRID3
* xyz 0 1
C -1.50 0.82 1.05
C -0.45 -0.08 0.44
C 0.91 -0.14 1.16
N 1.60 1.12 1.28
C -0.60 -0.41 -1.12
C 0.23 -1.51 -1.74
N -0.06 0.94 -1.23
O 1.12 1.05 -1.65
H -2.48 0.67 0.60
H -1.22 1.85 0.87
H -1.58 0.64 2.12
H -0.87 -1.17 0.44
H 0.73 -0.52 2.17
H 1.57 -0.84 0.64
H 1.02 1.83 1.72
H 1.89 1.46 0.37
H -1.65 -0.38 -1.39
H 1.27 -1.47 -1.42
H -0.18 -2.49 -1.48
H 0.24 -1.36 -2.82
*
```

=====

(5)
This record from the OMol25 dataset describes an isolated ion of composition C13H15ClNO2S2 and charge +1 in a non-equilibrium geometry. The level of theory is wB97M-V/def2-TZVPD.

Properties
Gap between HOMO and LUMO, eV: 6.544
SMILES: O=S(=O)(Cl)CCCC[n+]1cc(S)c2ccccc2c1
Energy relative to the best compared isomer or geometry (same formula, charge and spin), eV: 7.857

Geometry as ORCA input:
```
! RIJCOSX wB97M-V def2-TZVPD def2/J DEFGRID3
* xyz 1 1
O -2.15 -0.20 5.55
S -1.95 -0.36 4.00
O -0.43 -0.63 3.79
Cl -2.44 1.48 3.16
C -3.06 -1.66 3.23
C -3.17 -1.55 1.56
C -1.68 -1.35 0.90
C -1.69 -1.47 -0.77
N -0.63 -0.44 -1.23
C -0.93 0.79 -2.04
C 0.30 1.86 -2.44
S 0.02 3.46 -3.41
C 1.84 1.55 -1.96
C 3.15 2.49 -2.26
C 4.70 2.10 -1.77
C 4.96 0.67 -0.94
C 3.64 -0.27 -0.60
C 2.11 0.16 -1.10
C 0.81 -0.78 -0.76
H -4.16 -1.57 3.70
H -2.63 -2.72 3.50
H -3.72 -2.54 1.20
H -3.88 -0.67 1.22
H -0.87 -2.08 1.37
H -1.33 -0.24 1.14
H -1.26 -2.55 -0.99
H -2.74 -1.28 -1.24
H -2.04 0.97 -2.38
H -0.28 3.21 -4.76
H 3.01 3.49 -2.85
H 5.64 2.77 -2.00
H 6.06 0.42 -0.64
H 3.79 -1.29 -0.02
H 1.00 -1.75 -0.12
*
```

=====

(6)
This record from the OMol25 dataset describes an isolated ion of composition C29H39N2O6 and charge +1 in a non-equilibrium geometry. The level of theory is wB97M-V/def2-TZVPD.

Properties
Gap between HOMO and LUMO, eV: 8.408
SMILES: CCCCN(CCCC)C(=O)C[N@H+]1C[C@H](c2ccc3c(c2)OCO3)[C@@H](C(=O)O)[C@@H]1c1ccc(OC)cc1
Energy relative to the best compared isomer or geometry (same formula, charge and spin), eV: 0.128

Geometry as ORCA input:
```
! RIJCOSX wB97M-V def2-TZVPD def2/J DEFGRID3
* xyz 1 1
C -2.02 -5.80 1.40
C -2.89 -5.65 0.15
C -2.50 -4.45 -0.71
C -2.75 -3.12 0.01
N -2.50 -1.99 -0.89
C -3.61 -1.52 -1.69
C -4.42 -0.46 -0.94
C -5.40 0.29 -1.85
C -4.71 1.29 -2.76
C -1.33 -1.39 -0.84
O -0.42 -1.67 -0.07
C -1.03 -0.22 -1.82
N 0.21 0.36 -1.32
C 1.39 0.41 -2.20
C 2.41 1.29 -1.44
C 3.54 0.51 -0.81
C 4.84 0.94 -0.98
C 5.92 0.28 -0.41
C 5.65 -0.83 0.35
C 4.33 -1.28 0.52
C 3.26 -0.63 -0.04
O 4.33 -2.39 1.30
C 5.69 -2.64 1.63
O 6.49 -1.66 1.01
C 1.56 2.02 -0.36
C 1.84 3.51 -0.31
O 2.27 4.08 0.65
O 1.56 4.11 -1.47
C 0.10 1.73 -0.75
C -0.92 1.80 0.34
C -0.81 1.02 1.49
C -1.80 1.05 2.45
C -2.92 1.88 2.30
O -3.82 1.83 3.29
C -4.95 2.68 3.25
C -3.02 2.67 1.16
C -2.03 2.62 0.19
H -2.26 -6.73 1.90
H -0.97 -5.82 1.13
H -2.18 -4.99 2.10
H -3.94 -5.56 0.45
H -2.80 -6.55 -0.46
H -1.45 -4.52 -0.97
H -3.08 -4.47 -1.63
H -3.78 -3.06 0.36
H -2.07 -3.02 0.86
H -4.25 -2.38 -1.92
H -3.25 -1.13 -2.64
H -3.75 0.26 -0.46
H -4.98 -0.94 -0.14
H -6.11 0.82 -1.22
H -5.96 -0.43 -2.45
H -4.04 0.80 -3.47
H -4.14 2.01 -2.18
H -5.45 1.84 -3.34
H -1.83 0.52 -1.82
H -0.90 -0.62 -2.83
H 0.42 -0.33 -0.52
H 1.78 -0.59 -2.38
H 1.11 0.87 -3.15
H 2.83 2.02 -2.13
H 5.03 1.82 -1.58
H 6.93 0.62 -0.54
H 2.27 -1.01 0.13
H 5.97 -3.64 1.26
H 5.82 -2.60 2.72
H 1.78 1.62 0.63
H 1.77 5.06 -1.42
H -0.18 2.40 -1.58
H 0.04 0.37 1.64
H -1.72 0.45 3.34
H -4.65 3.73 3.22
H -5.59 2.45 2.39
H -5.50 2.48 4.16
H -3.86 3.33 1.01
H -2.13 3.25 -0.69
*
```

=====

(7)
This record from the OMol25 dataset describes an isolated ion of composition C7H15N4 and charge +1 in a non-equilibrium geometry. The level of theory is wB97M-V/def2-TZVPD.

Properties
Gap between HOMO and LUMO, eV: 7.649
SMILES: C[C@H]1/N=N\[C@H](C)/[NH+]=C/CCN1
Energy relative to the best compared isomer or geometry (same formula, charge and spin), eV: 4.263

Geometry as ORCA input:
```
! RIJCOSX wB97M-V def2-TZVPD def2/J DEFGRID3
* xyz 1 1
C 2.09 1.68 -0.80
C 1.20 1.47 0.36
N -0.13 2.02 0.11
N -1.26 1.62 -0.01
C -1.91 0.35 -0.31
C -3.33 0.43 0.19
N -1.20 -0.78 0.24
C -0.54 -1.70 -0.39
C 0.65 -2.37 0.11
C 1.70 -1.09 0.05
N 1.26 0.01 0.84
H 3.11 1.33 -0.48
H 2.06 2.75 -1.03
H 1.86 1.00 -1.64
H 1.41 2.13 1.14
H -1.90 0.32 -1.41
H -4.04 0.45 -0.56
H -3.57 1.32 0.66
H -3.55 -0.39 0.81
H -1.17 -0.75 1.28
H -0.85 -1.82 -1.36
H 1.23 -3.22 -0.48
H 0.63 -2.66 1.18
H 2.65 -1.44 0.62
H 1.95 -0.73 -0.92
H 1.63 0.05 1.82
*
```

=====

(8)
This record from the OMol25 dataset describes C30H29Cl5NO4PRe as an isolated structure in a non-equilibrium geometry. The level of theory is wB97M-V/def2-TZVPD.

Properties
Gap between HOMO and LUMO (spin up / spin down), eV: 5.610 / 5.381
Energy relative to the best compared isomer or geometry (same formula, charge and spin), eV: 19.109

Geometry as ORCA input:
```
! RIJCOSX wB97M-V def2-TZVPD def2/J DEFGRID3
* xyz 2 2
Re 0.05 0.08 -0.26
C -0.59 -2.91 0.79
O -1.15 -1.58 0.71
C -1.64 -1.17 1.99
C -2.50 0.04 1.78
O -1.68 1.06 1.18
C -2.53 2.07 0.58
C -2.87 1.63 -0.83
O -1.58 1.57 -1.46
C -1.53 0.81 -2.65
H -1.41 -3.62 0.94
H -0.08 -3.12 -0.13
H 0.12 -2.96 1.62
H -2.23 -1.99 2.42
H -0.79 -0.95 2.64
H -3.34 -0.21 1.13
H -2.89 0.40 2.74
H -3.43 2.19 1.18
H -1.98 3.00 0.57
H -3.34 0.64 -0.84
H -3.50 2.35 -1.35
H -0.85 1.26 -3.38
H 0.60 1.56 -2.76
H -2.51 0.71 -3.11
Cl 3.77 -3.70 -1.55
C 2.40 -2.71 -1.85
C 2.63 -1.24 -1.81
Cl 4.03 -0.80 -2.85
C 1.41 -0.48 -2.19
Cl 1.57 1.23 -1.86
C 0.12 -1.15 -2.39
O -1.11 -0.49 -2.24
C 0.04 -2.50 -2.51
Cl -1.47 -3.26 -2.76
C 1.23 -3.28 -2.23
Cl 1.08 -4.98 -2.30
N 1.51 -0.55 0.66
P 3.07 -0.61 0.17
C 3.95 -1.89 1.01
C 3.26 -2.80 1.82
C 3.96 -3.79 2.48
C 5.34 -3.89 2.34
C 6.03 -2.98 1.53
C 5.34 -1.98 0.87
C 4.02 0.89 0.47
C 3.72 1.57 1.66
C 4.45 2.70 2.00
C 5.48 3.14 1.18
C 5.78 2.46 0.01
C 5.06 1.33 -0.35
C 0.91 2.15 -0.61
C 2.79 2.10 -2.88
C 2.84 3.41 -3.06
C 2.33 4.52 -2.24
C 1.64 4.52 -1.10
C 1.03 3.43 -0.33
H 2.19 -2.71 1.93
H 3.44 -4.49 3.12
H 5.89 -4.66 2.86
H 7.10 -3.06 1.42
H 5.88 -1.28 0.25
H 2.92 1.22 2.30
H 4.23 3.22 2.93
H 6.05 4.02 1.46
H 6.59 2.81 -0.63
H 5.31 0.80 -1.26
H 2.45 0.82 -0.91
H 3.43 3.72 -3.92
H 2.60 5.50 -2.63
H 1.46 5.49 -0.66
H 0.57 3.75 0.59
*
```

=====

Please write out number 8 again, unchanged.
This record from the OMol25 dataset describes C30H29Cl5NO4PRe as an isolated structure in a non-equilibrium geometry. The level of theory is wB97M-V/def2-TZVPD.

Properties
Gap between HOMO and LUMO (spin up / spin down), eV: 5.610 / 5.381
Energy relative to the best compared isomer or geometry (same formula, charge and spin), eV: 19.109

Geometry as ORCA input:
```
! RIJCOSX wB97M-V def2-TZVPD def2/J DEFGRID3
* xyz 2 2
Re 0.05 0.08 -0.26
C -0.59 -2.91 0.79
O -1.15 -1.58 0.71
C -1.64 -1.17 1.99
C -2.50 0.04 1.78
O -1.68 1.06 1.18
C -2.53 2.07 0.58
C -2.87 1.63 -0.83
O -1.58 1.57 -1.46
C -1.53 0.81 -2.65
H -1.41 -3.62 0.94
H -0.08 -3.12 -0.13
H 0.12 -2.96 1.62
H -2.23 -1.99 2.42
H -0.79 -0.95 2.64
H -3.34 -0.21 1.13
H -2.89 0.40 2.74
H -3.43 2.19 1.18
H -1.98 3.00 0.57
H -3.34 0.64 -0.84
H -3.50 2.35 -1.35
H -0.85 1.26 -3.38
H 0.60 1.56 -2.76
H -2.51 0.71 -3.11
Cl 3.77 -3.70 -1.55
C 2.40 -2.71 -1.85
C 2.63 -1.24 -1.81
Cl 4.03 -0.80 -2.85
C 1.41 -0.48 -2.19
Cl 1.57 1.23 -1.86
C 0.12 -1.15 -2.39
O -1.11 -0.49 -2.24
C 0.04 -2.50 -2.51
Cl -1.47 -3.26 -2.76
C 1.23 -3.28 -2.23
Cl 1.08 -4.98 -2.30
N 1.51 -0.55 0.66
P 3.07 -0.61 0.17
C 3.95 -1.89 1.01
C 3.26 -2.80 1.82
C 3.96 -3.79 2.48
C 5.34 -3.89 2.34
C 6.03 -2.98 1.53
C 5.34 -1.98 0.87
C 4.02 0.89 0.47
C 3.72 1.57 1.66
C 4.45 2.70 2.00
C 5.48 3.14 1.18
C 5.78 2.46 0.01
C 5.06 1.33 -0.35
C 0.91 2.15 -0.61
C 2.79 2.10 -2.88
C 2.84 3.41 -3.06
C 2.33 4.52 -2.24
C 1.64 4.52 -1.10
C 1.03 3.43 -0.33
H 2.19 -2.71 1.93
H 3.44 -4.49 3.12
H 5.89 -4.66 2.86
H 7.10 -3.06 1.42
H 5.88 -1.28 0.25
H 2.92 1.22 2.30
H 4.23 3.22 2.93
H 6.05 4.02 1.46
H 6.59 2.81 -0.63
H 5.31 0.80 -1.26
H 2.45 0.82 -0.91
H 3.43 3.72 -3.92
H 2.60 5.50 -2.63
H 1.46 5.49 -0.66
H 0.57 3.75 0.59
*
```